(1)
A molecular structure, C24H54F18MgN3O21S6 in a non-equilibrium geometry, computed with ωB97M-V/def2-TZVPD.

XYZ file:
```
127
Properties=species:S:1:pos:R:3:mulliken_charge:R:1
Mg -0.154 0.219 -2.327 0.948
C 2.175 0.475 0.921 0.344
F 1.395 1.458 1.328 -0.037
F 2.892 0.886 -0.129 -0.074
F 3.012 0.124 1.887 -0.211
S 1.104 -1.058 0.486 0.101
O 1.944 -1.923 -0.272 -0.404
O 0.693 -1.531 1.767 -0.021
N -0.116 -0.380 -0.580 0.170
S -1.549 -0.881 -0.038 -0.392
O -2.422 -0.698 -1.183 -0.393
O -1.664 -2.196 0.533 -0.348
C -2.120 0.413 1.265 0.430
F -1.044 0.897 1.845 0.092
F -2.826 1.355 0.706 -0.016
F -2.915 -0.260 2.085 -0.184
C 1.265 -2.394 -4.723 0.706
F 1.377 -3.615 -5.175 -0.213
F 2.224 -2.013 -3.921 -0.183
F 1.280 -1.550 -5.749 -0.242
S -0.438 -2.306 -3.848 0.359
O -1.388 -3.193 -4.455 -0.563
O -0.092 -2.619 -2.460 -0.141
N -0.894 -0.647 -3.831 -0.701
S -1.744 -0.251 -5.166 0.981
O -1.543 1.171 -5.336 -0.644
O -1.445 -1.070 -6.318 -0.574
C -3.581 -0.522 -4.762 0.707
F -4.305 0.065 -5.696 -0.217
F -3.888 -1.794 -4.735 -0.185
F -3.765 0.073 -3.596 -0.194
C 1.052 4.807 -0.161 0.580
F 1.081 3.483 -0.248 -0.139
F 1.348 5.197 1.092 -0.238
F 1.979 5.328 -0.967 -0.218
S -0.644 5.532 -0.598 0.625
O -1.625 4.565 -0.194 -0.469
O -0.777 6.798 0.091 -0.612
N -0.722 5.506 -2.296 -0.320
S -0.375 7.007 -2.746 1.006
O -1.529 7.850 -2.952 -0.643
O 0.799 7.510 -2.065 -0.607
C 0.321 6.675 -4.496 0.547
F 1.056 5.557 -4.439 -0.179
F -0.610 6.514 -5.425 -0.236
F 1.071 7.716 -4.855 -0.225
C -0.805 -3.279 4.210 -0.150
C -2.127 -3.036 4.922 -0.340
O -1.913 -2.554 6.263 -0.580
H -0.296 -2.356 3.924 -0.010
H -1.060 -3.834 3.301 -0.130
H -0.012 -3.831 4.716 0.389
H -2.692 -3.962 5.071 0.351
H -2.789 -2.340 4.395 0.154
H -1.399 -1.760 6.047 0.362
C -4.080 3.944 1.491 -0.710
C -4.778 5.269 1.312 -0.366
O -5.965 5.131 0.496 -0.532
H -4.570 3.203 2.128 0.412
H -3.098 4.116 1.940 0.224
H -3.851 3.446 0.550 0.137
H -4.118 6.013 0.863 0.170
H -5.101 5.643 2.289 0.359
H -6.637 5.619 0.974 0.307
C -2.279 -5.749 -0.125 -0.993
C -1.201 -6.355 0.770 0.651
O -1.824 -7.546 1.309 -0.564
H -1.881 -4.866 -0.644 0.067
H -3.150 -5.323 0.371 0.325
H -2.571 -6.431 -0.923 0.372
H -0.993 -5.591 1.524 -0.309
H -0.311 -6.652 0.216 0.199
H -1.085 -8.117 1.547 0.308
C 2.138 -4.918 1.442 -0.235
C 3.271 -5.748 0.859 -0.482
O 4.281 -5.909 1.850 -0.535
H 1.268 -4.911 0.786 -0.103
H 2.500 -3.911 1.633 0.059
H 1.762 -5.328 2.382 0.453
H 3.625 -5.168 -0.002 0.221
H 2.978 -6.704 0.417 0.367
H 4.880 -6.610 1.578 0.289
C 5.882 0.942 3.656 -1.147
C 5.088 0.265 4.759 0.148
O 5.167 1.126 5.895 -0.545
H 5.859 0.444 2.684 0.314
H 6.900 1.184 3.957 0.342
H 5.428 1.897 3.368 0.297
H 5.579 -0.676 5.018 0.244
H 4.083 0.057 4.388 0.083
H 4.579 0.790 6.579 0.292
C 6.688 -0.159 -2.168 -1.312
C 5.358 0.549 -2.413 -0.012
O 4.446 -0.424 -2.945 -0.447
H 6.476 -0.923 -1.419 0.320
H 7.448 0.478 -1.709 0.378
H 7.072 -0.565 -3.103 0.377
H 5.515 1.342 -3.152 0.237
H 4.947 0.929 -1.481 0.174
H 4.771 -0.669 -3.817 0.245
C 0.234 2.275 5.336 -1.189
C -0.655 1.094 4.983 0.490
O -0.675 0.175 6.096 -0.582
H 0.467 2.871 4.451 0.311
H 1.160 1.977 5.823 0.297
H -0.317 2.927 6.017 0.378
H -0.268 0.532 4.136 -0.361
H -1.691 1.364 4.773 0.311
H -1.337 0.440 6.741 0.308
C 2.331 2.629 -3.935 -1.223
C 1.862 1.192 -4.094 -0.351
O 1.754 0.562 -2.787 1.758
H 2.513 3.112 -4.898 0.468
H 3.292 2.660 -3.418 0.208
H 1.634 3.288 -3.417 0.124
H 2.496 0.640 -4.784 0.283
H 0.882 1.167 -4.575 0.230
H 2.646 0.229 -2.566 -0.340
C -6.102 -0.624 -0.401 -0.819
C -6.274 -1.639 -1.478 0.298
O -7.674 -1.933 -1.709 -0.594
H -6.387 0.346 -0.829 0.308
H -5.058 -0.461 -0.138 -0.039
H -6.728 -0.770 0.477 0.419
H -5.802 -2.573 -1.136 0.170
H -5.927 -1.369 -2.481 -0.066
H -7.669 -2.573 -2.425 0.307
```

## Properties
Max |F| ... 5.9 eV/A
Charge ... -1
HOMO-LUMO gap ... 8.46 eV
E ... -7077.93734 Ha
HOMO level ... -7.13 eV


(2)
A molecular structure, C9H11Br9O6 in a non-equilibrium geometry, computed with ωB97M-V/def2-TZVPD.

XYZ file:
```
35
Properties=species:S:1:pos:R:3:mulliken_charge:R:1
C 1.871 -2.146 0.035 -0.294
Br 3.760 -2.802 -0.345 -0.312
Br 1.104 -1.666 -1.634 -0.172
Br 2.003 -0.541 1.350 -0.315
H 1.284 -2.874 0.595 0.238
C 2.511 2.061 3.738 0.242
Br 1.903 3.570 4.901 -0.111
Br 2.985 0.583 4.967 -0.069
Br 3.879 2.328 2.304 -0.045
H 1.607 1.651 3.286 -0.209
C -0.464 -0.713 -4.949 -0.233
Br -1.838 -2.169 -4.687 -0.018
Br -1.168 0.926 -4.083 0.033
Br -0.072 -0.424 -6.890 -0.104
H 0.483 -0.995 -4.488 0.256
C 0.705 3.150 -0.782 -0.437
C 0.193 1.699 -0.924 0.147
O -0.067 1.423 0.408 0.073
C -0.207 2.535 1.167 0.525
O -0.666 2.600 2.313 -0.616
O 0.106 3.578 0.404 -0.372
H 0.487 3.787 -1.638 0.290
H 1.763 3.309 -0.570 0.243
H 0.891 1.119 -1.528 0.253
H -0.737 1.670 -1.491 -0.042
C -2.380 -3.045 1.160 -0.437
C -1.802 -1.759 1.739 -0.084
O -1.919 -0.981 0.535 -0.170
C -2.415 -1.586 -0.542 0.656
O -2.513 -1.109 -1.699 -0.514
O -2.827 -2.868 -0.157 -0.369
H -3.315 -3.159 1.708 0.263
H -1.898 -3.991 1.406 0.347
H -0.749 -1.902 1.979 0.066
H -2.499 -1.257 2.411 0.287
```

## Properties
Multiplicity ... 2
⟨S²⟩ ... 0.755
Max |F| ... 5.1 eV/A
Charge ... -1
HOMO-LUMO gap (alpha / beta) ... 3.37 / 7.55 eV
E ... -23967.05731 Ha
HOMO level (alpha / beta) ... -1.70 / -5.86 eV


(3)
11 unconnected molecules or ions with the total composition C45H70N6O5 in a non-equilibrium geometry, computed with ωB97M-V/def2-TZVPD.

XYZ file:
```
126
Properties=species:S:1:pos:R:3:mulliken_charge:R:1
C -1.200 -0.200 -6.628 -0.525
C -0.549 -1.395 -6.574 -0.391
C 0.427 -1.633 -5.637 -0.213
N 0.755 -0.708 -4.714 -0.317
C 0.092 0.442 -4.714 0.327
C -0.899 0.758 -5.684 -0.659
H -1.839 -0.043 -7.473 0.425
H -0.745 -2.233 -7.255 0.374
H 1.057 -2.524 -5.663 0.396
H 0.327 1.126 -3.892 0.116
H -1.347 1.737 -5.741 0.488
C -0.994 -3.366 3.251 -0.223
C -1.657 -3.528 2.059 0.263
C -2.843 -4.279 2.096 -0.334
N -3.311 -4.952 3.158 -0.599
C -2.695 -4.730 4.289 -0.489
C -1.492 -3.959 4.392 -0.456
H -0.135 -2.752 3.187 0.603
H -1.338 -3.149 1.138 -0.056
H -3.378 -4.520 1.168 0.426
H -3.045 -5.256 5.185 0.341
H -1.038 -3.837 5.347 0.465
C -2.270 2.161 1.535 -0.082
C -2.977 3.042 2.363 -0.866
C -3.749 4.056 1.754 -0.485
N -3.733 4.268 0.451 -0.628
C -2.975 3.463 -0.297 -0.702
C -2.264 2.374 0.175 0.089
H -1.730 1.376 2.011 0.797
H -2.892 3.003 3.426 0.477
H -4.438 4.655 2.325 0.406
H -2.869 3.683 -1.348 0.432
H -1.612 1.829 -0.480 0.497
C 6.207 2.415 -0.197 -0.449
C 6.311 3.249 -1.345 -0.598
C 5.250 3.145 -2.197 -0.433
N 4.174 2.419 -2.012 -0.349
C 4.114 1.638 -0.932 0.257
C 5.100 1.593 0.057 -0.365
H 6.970 2.522 0.555 0.375
H 7.091 3.937 -1.614 0.433
H 5.271 3.748 -3.075 0.435
H 3.258 0.976 -0.874 0.093
H 5.018 0.989 0.987 0.407
C 0.858 3.314 3.444 -0.057
C 1.835 3.337 4.446 -0.527
C 3.155 3.390 4.026 -0.437
N 3.554 3.394 2.747 -0.460
C 2.622 3.408 1.804 -0.657
C 1.230 3.354 2.124 -0.083
H -0.197 3.374 3.749 0.379
H 1.681 3.338 5.508 0.433
H 3.944 3.291 4.780 0.329
H 3.014 3.512 0.785 0.769
H 0.490 3.372 1.303 0.317
C 0.669 -0.407 4.346 0.545
C 1.908 -0.973 4.579 0.013
C 2.314 -1.233 5.898 -0.544
N 1.536 -0.943 6.935 -0.592
C 0.274 -0.495 6.678 -0.686
C -0.180 -0.160 5.424 -0.810
H 0.419 -0.107 3.364 0.382
H 2.573 -1.243 3.749 0.275
H 3.297 -1.673 6.140 0.359
H -0.274 -0.328 7.564 0.477
H -1.135 0.251 5.462 0.607
C -6.604 -2.685 1.536 -1.235
C -5.881 -1.483 0.970 0.393
C -4.859 -0.838 1.852 -0.684
O -5.191 -1.824 -0.265 -0.365
H -7.309 -3.048 0.743 0.334
H -7.218 -2.400 2.402 0.387
H -5.983 -3.544 1.748 0.197
H -6.632 -0.729 0.755 0.365
H -5.282 -0.475 2.788 0.458
H -4.300 -0.102 1.287 -0.006
H -4.094 -1.609 1.998 -0.081
H -5.871 -1.711 -0.936 0.201
C 1.637 5.178 -2.359 -1.447
C 0.827 3.927 -2.590 2.157
C -0.422 4.206 -3.411 -1.524
O 1.569 2.949 -3.328 -0.541
H 1.011 5.970 -1.919 0.411
H 1.959 5.527 -3.346 0.350
H 2.530 4.995 -1.746 0.319
H 0.463 3.476 -1.660 -0.841
H -0.192 4.746 -4.356 0.351
H -1.178 4.813 -2.930 0.415
H -0.858 3.244 -3.654 0.201
H 2.447 2.865 -2.872 0.276
C -2.583 -3.528 -1.931 -1.341
C -2.431 -2.132 -2.485 0.821
C -3.428 -1.776 -3.604 -1.133
O -2.569 -1.170 -1.403 -0.155
H -3.591 -3.561 -1.545 0.212
H -1.955 -3.647 -1.100 0.282
H -2.524 -4.313 -2.676 0.445
H -1.403 -1.919 -2.778 0.030
H -3.011 -0.901 -4.136 0.155
H -4.442 -1.527 -3.303 0.192
H -3.533 -2.608 -4.291 0.418
H -3.471 -1.294 -1.073 -0.003
C 2.985 -3.288 -1.863 -0.681
C 4.458 -2.974 -1.568 1.032
C 4.892 -3.659 -0.263 -1.363
O 5.396 -3.421 -2.510 -0.612
H 2.975 -4.349 -2.103 0.444
H 2.670 -2.698 -2.740 0.071
H 2.352 -3.067 -1.035 0.048
H 4.574 -1.873 -1.457 -0.204
H 4.421 -3.314 0.639 0.289
H 5.968 -3.564 -0.114 0.372
H 4.727 -4.751 -0.372 0.326
H 5.490 -2.835 -3.257 0.341
C 0.589 0.364 -1.134 -1.064
C 0.484 -0.762 -0.127 0.704
C 1.625 -0.762 0.845 -1.224
O -0.717 -0.616 0.682 0.481
H 1.406 0.177 -1.809 0.792
H 0.813 1.300 -0.665 -0.164
H -0.365 0.382 -1.692 0.320
H 0.400 -1.717 -0.643 0.183
H 1.408 -1.465 1.641 0.306
H 1.662 0.293 1.247 0.028
H 2.600 -0.942 0.389 -0.004
H -1.432 -0.843 0.109 -0.170
```

## Properties
Max |F| ... 3.0 eV/A
HOMO-LUMO gap ... 9.86 eV
E ... -2461.34759 Ha
HOMO level ... -9.39 eV


(4)
A molecular structure, C39H34CsN9S4 in a non-equilibrium geometry, computed with ωB97M-V/def2-TZVPD.

XYZ file:
```
87
Properties=species:S:1:pos:R:3:mulliken_charge:R:1
Cs 0.141 -0.202 0.655 1.799
N -1.098 -2.191 -0.697 -0.876
S -0.946 -3.260 -1.651 0.899
N -0.314 -2.925 -3.159 -0.171
S 1.188 -2.726 -3.420 0.582
N 2.183 -2.464 -2.285 0.130
S 2.970 -1.101 -1.734 1.904
N 2.271 -0.036 -1.060 -1.552
C 4.126 -2.026 -0.703 0.568
C 3.690 -2.267 0.592 -0.645
C 4.499 -2.973 1.467 -0.685
C 5.744 -3.428 1.049 -0.619
C 6.181 -3.164 -0.241 -0.832
C 5.372 -2.459 -1.123 0.013
C 3.953 -0.627 -3.189 -0.073
C 4.464 -1.535 -4.102 0.024
C 5.221 -1.078 -5.171 -0.789
C 5.453 0.281 -5.325 -0.636
C 4.927 1.185 -4.413 -0.785
C 4.176 0.730 -3.340 -0.718
C 1.799 -4.232 -4.180 0.448
C 1.041 -4.842 -5.171 -0.626
C 1.470 -6.048 -5.697 -0.820
C 2.633 -6.641 -5.218 -0.713
C 3.370 -6.031 -4.214 -1.025
C 2.954 -4.816 -3.691 -0.049
C 1.183 -1.460 -4.672 0.474
C 1.758 -1.624 -5.919 -0.145
C 1.735 -0.558 -6.806 -0.825
C 1.154 0.645 -6.433 -0.536
C 0.584 0.795 -5.174 -0.839
C 0.591 -0.265 -4.285 -0.623
C -2.457 -4.071 -2.218 0.139
C -3.300 -4.532 -1.216 -0.342
C -4.503 -5.125 -1.556 -0.756
C -4.867 -5.242 -2.892 -0.417
C -4.029 -4.764 -3.885 -0.780
C -2.815 -4.177 -3.549 0.107
C 0.047 -4.663 -1.120 0.474
C 0.809 -4.493 0.023 -0.769
C 1.648 -5.518 0.430 -0.493
C 1.705 -6.698 -0.299 -0.687
C 0.920 -6.863 -1.433 -0.714
C 0.084 -5.839 -1.849 -0.267
H 2.741 -1.892 0.952 0.153
H 4.149 -3.143 2.476 0.566
H 6.380 -3.975 1.733 0.409
H 7.159 -3.496 -0.564 0.454
H 5.730 -2.240 -2.120 0.410
H 4.276 -2.593 -3.984 0.464
H 5.624 -1.785 -5.885 0.459
H 6.042 0.635 -6.162 0.428
H 5.101 2.246 -4.534 0.447
H 3.743 1.409 -2.614 0.446
H 0.122 -4.380 -5.508 0.378
H 0.892 -6.533 -6.472 0.457
H 2.958 -7.590 -5.624 0.421
H 4.261 -6.504 -3.825 0.484
H 3.488 -4.342 -2.877 0.532
H 2.228 -2.560 -6.194 0.436
H 2.177 -0.671 -7.787 0.435
H 1.142 1.473 -7.129 0.425
H 0.130 1.731 -4.879 0.528
H 0.144 -0.165 -3.303 0.508
H -3.012 -4.412 -0.178 0.465
H -5.161 -5.490 -0.778 0.394
H -5.811 -5.701 -3.157 0.390
H -4.316 -4.842 -4.925 0.416
H -2.157 -3.788 -4.313 0.368
H 0.753 -3.564 0.580 0.641
H 2.253 -5.389 1.318 0.514
H 2.358 -7.499 0.022 0.414
H 0.957 -7.789 -1.993 0.433
H -0.536 -5.956 -2.730 0.413
N -0.559 1.594 2.896 -0.668
C -0.183 0.915 3.772 0.391
N 0.302 0.041 4.645 -0.784
C 0.957 -0.854 3.901 0.456
N 1.530 -1.636 3.255 -0.531
N -2.393 2.672 0.756 -0.333
C -1.422 3.061 -0.098 0.159
N -0.218 3.315 0.445 -0.289
S -1.709 3.254 -1.728 -0.470
H -2.123 2.313 1.665 0.326
H -3.255 2.369 0.341 0.211
H -0.026 3.044 1.402 0.309
H 0.530 3.537 -0.186 0.185
```

## Properties
Max |F| ... 1.2 eV/A
HOMO-LUMO gap ... 7.29 eV
E ... -3612.00518 Ha
HOMO level ... -7.61 eV


(5)
A molecular structure, C19H34Cl4N2O4OsSi4Te in a non-equilibrium geometry, computed with ωB97M-V/def2-TZVPD.

XYZ file:
```
69
Properties=species:S:1:pos:R:3:mulliken_charge:R:1
Os -2.058 -0.567 0.278 1.048
C -5.936 -1.517 -1.454 -1.555
C -4.497 -1.208 -1.223 0.475
N -3.913 -1.362 -0.070 0.265
O -4.704 -1.728 1.006 -0.568
C -3.632 -0.687 -2.232 0.560
C -3.935 -0.574 -3.685 -1.542
N -2.454 -0.311 -1.754 0.412
O -1.524 0.032 -2.542 -0.531
H -6.335 -2.140 -0.661 0.384
H -6.062 -2.016 -2.413 0.409
H -6.504 -0.584 -1.486 0.324
H -4.623 -0.971 1.612 0.413
H -5.008 -0.535 -3.864 0.446
H -3.518 -1.411 -4.251 0.281
H -3.469 0.331 -4.074 0.330
Cl -1.952 -0.336 7.042 -0.200
C -2.337 -0.027 5.392 0.409
C -3.214 1.003 5.054 0.229
Cl -3.923 1.973 6.287 -0.189
C -3.523 1.261 3.717 0.079
Cl -4.592 2.526 3.253 -0.196
C -2.952 0.478 2.722 0.233
O -3.223 0.641 1.420 -1.130
C -2.068 -0.554 3.064 0.216
O -1.552 -1.248 2.041 -0.643
C -1.765 -0.813 4.392 0.233
Cl -0.679 -2.099 4.749 -0.175
C 4.682 0.959 1.267 -1.040
Si 2.832 0.901 1.597 0.335
C 2.422 -0.506 2.769 -0.540
C 2.280 2.526 2.358 -1.072
Si 1.730 0.485 -0.444 0.128
Te -0.519 1.488 0.125 -0.512
Si 2.508 1.844 -2.196 0.405
C 4.212 1.259 -2.737 -1.032
C 2.635 3.601 -1.541 -1.058
C 1.313 1.776 -3.635 -0.928
Si 1.677 -1.790 -1.012 0.334
C 0.980 -1.966 -2.742 -0.815
C 3.471 -2.353 -0.982 -1.097
C 0.677 -2.840 0.177 -0.550
H 5.226 1.063 2.210 0.405
H 4.946 1.808 0.634 0.258
H 5.033 0.049 0.775 0.307
H 2.794 -0.296 3.775 0.408
H 2.869 -1.445 2.435 0.285
H 1.341 -0.657 2.835 -0.212
H 2.954 2.797 3.175 0.368
H 1.270 2.447 2.766 0.320
H 2.285 3.343 1.633 0.288
H 4.891 1.166 -1.887 0.286
H 4.657 1.963 -3.445 0.392
H 4.154 0.286 -3.230 0.278
H 3.400 3.678 -0.764 0.253
H 1.687 3.938 -1.115 0.303
H 2.901 4.291 -2.346 0.396
H 1.376 0.820 -4.159 0.259
H 1.542 2.570 -4.352 0.431
H 0.280 1.897 -3.305 0.176
H 1.602 -1.445 -3.474 0.210
H -0.027 -1.549 -2.815 0.134
H 0.940 -3.022 -3.026 0.385
H 4.106 -1.720 -1.606 0.266
H 3.549 -3.377 -1.355 0.394
H 3.874 -2.337 0.033 0.266
H -0.355 -2.492 0.294 -0.080
H 1.113 -2.846 1.178 0.212
H 0.642 -3.870 -0.187 0.434
```

## Properties
Max |F| ... 1.1 eV/A
HOMO-LUMO gap (alpha / beta) ... 5.74 / 5.70 eV
E ... -4512.28518 Ha
HOMO level (alpha / beta) ... -7.82 / -7.80 eV